Entry 1:
This record from the OMol25 dataset describes a structure of composition C39H35BrClLuNO11Sb. The level of theory is the ωB97M-V functional and the def2-TZVPD basis.

Structure (XYZ):
```
90
Properties=species:S:1:pos:R:3:lowdin_charge:R:1
Lu 1.710 0.142 -0.822 1.793
O -0.038 -0.967 2.929 -0.024
C 0.662 -0.424 2.096 -0.582
O 0.333 0.370 1.114 -0.309
C 2.329 -0.684 2.147 -0.550
O 2.883 -0.834 3.228 0.002
O 2.899 -0.654 0.968 -0.215
C 1.045 -4.931 5.149 -0.068
C 1.758 -4.883 3.827 -0.237
C 3.035 -5.481 3.669 -0.043
C 3.675 -5.368 2.454 -0.129
C 3.008 -4.734 1.388 -0.761
Br 3.830 -4.625 -0.294 0.738
N 1.816 -4.151 1.521 0.076
C 1.230 -4.200 2.723 -0.071
H 1.705 -5.266 6.016 0.088
H 0.150 -5.522 5.179 0.057
H 0.652 -3.925 5.441 0.094
H 3.545 -5.947 4.520 0.108
H 4.673 -5.750 2.258 0.086
H 0.300 -3.691 2.754 0.107
C 1.667 -3.496 -3.602 -0.042
C 1.150 -2.145 -3.194 -0.515
C 0.547 -1.570 -4.470 -0.014
O 2.142 -1.243 -2.666 -0.126
C 0.132 -2.321 -2.048 -0.573
O -0.594 -3.309 -2.065 0.039
O 0.164 -1.389 -1.149 -0.195
H 2.534 -3.348 -4.248 0.080
H 0.886 -3.993 -4.245 0.107
H 1.905 -4.178 -2.771 0.066
H 1.223 -1.641 -5.303 0.072
H 0.250 -0.500 -4.368 0.093
H -0.304 -2.194 -4.752 0.094
H 2.999 -1.350 -3.156 0.144
C -6.094 -0.414 3.792 -0.127
C -6.146 0.207 2.571 -0.119
C -5.033 0.142 1.732 -0.130
C -3.859 -0.499 2.150 -0.357
C -3.792 -1.104 3.393 -0.146
C -4.908 -1.063 4.203 -0.113
Sb -2.140 -0.267 0.779 1.667
C -3.248 -0.156 -1.175 -0.313
C -3.982 0.839 -1.832 -0.132
C -4.748 0.486 -2.936 -0.129
C -4.701 -0.779 -3.500 -0.116
C -3.900 -1.734 -2.868 -0.108
C -3.222 -1.433 -1.711 -0.186
C -2.076 1.765 1.516 -0.333
C -2.081 2.824 0.652 -0.120
C -1.829 4.100 1.169 -0.091
C -1.570 4.304 2.519 -0.105
C -1.517 3.172 3.357 -0.109
C -1.808 1.932 2.887 -0.123
H -6.888 -0.340 4.510 0.076
H -6.966 0.808 2.239 0.082
H -4.982 0.692 0.768 0.085
H -2.888 -1.597 3.704 0.089
H -4.888 -1.573 5.162 0.086
H -4.022 1.880 -1.486 0.094
H -5.378 1.286 -3.322 0.088
H -5.222 -0.978 -4.437 0.085
H -3.847 -2.776 -3.186 0.097
H -2.615 -2.200 -1.238 0.062
H -2.354 2.643 -0.362 0.046
H -1.886 4.944 0.483 0.093
H -1.542 5.303 2.931 0.080
H -1.288 3.351 4.376 0.078
H -1.962 1.097 3.566 0.095
Cl 1.679 3.902 -3.505 0.596
C 0.601 2.475 -3.776 -0.458
C -0.222 2.251 -2.495 -0.683
O -1.276 2.822 -2.330 0.042
O 0.376 1.469 -1.653 -0.216
H 1.280 1.646 -4.080 0.066
H -0.062 2.707 -4.592 0.058
O 3.578 1.327 -1.868 -0.156
C 3.473 2.352 -1.066 -0.578
O 2.657 2.240 -0.089 -0.092
C 4.252 3.647 -1.215 -0.140
C 5.016 3.951 -2.354 -0.076
C 5.579 5.183 -2.539 -0.114
C 5.541 6.164 -1.511 -0.099
C 4.871 5.854 -0.317 -0.094
C 4.217 4.622 -0.195 -0.012
H 5.131 3.169 -3.161 0.130
H 6.095 5.465 -3.455 0.090
H 6.011 7.149 -1.670 0.092
H 4.981 6.543 0.502 0.087
H 3.704 4.401 0.740 0.119
```

Max |F| ... 3.06 eV Å⁻¹
Net charge ... -2
Energy above the lowest of the compared OMol25 structures with the same formula, charge and spin ... 0.0 kcal per mole
Frontier orbital gap ... 0.209 Ha
E_HOMO ... -1.786 eV



Entry 2:
This record from the OMol25 dataset describes a structure of composition C10H34N9O7Y. The level of theory is the ωB97M-V functional and the def2-TZVPD basis.

Structure (XYZ):
```
61
Properties=species:S:1:pos:R:3:lowdin_charge:R:1
Y 2.133 0.596 2.036 1.925
O 0.521 0.273 0.514 -0.415
H -0.006 0.523 -0.252 -0.017
C -4.316 0.061 0.134 -0.057
C -2.817 -0.134 -0.152 -0.288
O -2.166 -0.192 1.116 -0.154
H -4.940 0.388 -0.694 0.082
H -4.355 0.893 0.842 0.073
H -4.733 -0.811 0.634 0.078
H -2.429 0.697 -0.751 0.099
H -2.597 -1.011 -0.769 0.112
H -1.198 -0.105 1.008 0.015
C -0.801 1.337 -3.729 -0.655
O -0.479 1.743 -2.599 -0.033
N -0.982 0.042 -4.057 0.183
N -0.853 2.168 -4.809 0.172
H -1.059 -0.210 -5.021 0.114
H -0.778 -0.562 -3.279 0.096
H -0.636 3.144 -4.706 0.113
H -1.104 1.881 -5.736 0.106
C 0.986 3.708 1.123 -0.588
O 1.693 2.864 1.744 -0.141
N 1.201 5.022 1.188 0.214
N -0.086 3.307 0.423 0.227
H 0.649 5.696 0.689 0.130
H 2.004 5.367 1.689 0.132
H -0.232 2.311 0.391 0.075
H -0.737 3.981 0.066 0.131
C -0.684 1.312 4.129 -0.583
O 0.292 1.034 3.398 -0.127
N -0.523 1.808 5.377 0.197
N -1.948 1.078 3.766 0.218
H 0.404 1.768 5.759 0.121
H -1.319 2.131 5.894 0.121
H -2.191 0.546 2.936 0.087
H -2.733 1.346 4.332 0.126
C 0.481 -2.417 3.031 -0.576
O 1.184 -1.403 2.836 -0.129
N -0.726 -2.567 2.428 0.211
N 0.894 -3.541 3.658 0.206
H -1.364 -3.203 2.873 0.123
H -1.058 -1.969 1.688 0.089
H 0.317 -4.349 3.539 0.120
H 1.820 -3.586 4.046 0.128
C 2.655 -1.199 -3.984 -0.046
C 2.007 -1.322 -2.587 -0.429
C 2.962 -2.012 -1.598 -0.187
O 2.319 -2.579 -0.442 -0.219
C 1.265 -3.486 -0.776 -0.089
N 1.790 0.048 -2.074 0.050
H 3.031 -2.187 -4.262 0.080
H 3.529 -0.552 -3.946 0.085
H 1.890 -0.884 -4.687 0.066
H 1.056 -1.832 -2.741 0.104
H 3.789 -1.341 -1.360 0.124
H 3.492 -2.857 -2.055 0.124
H 1.652 -4.249 -1.456 0.101
H 0.394 -3.026 -1.239 0.073
H 1.019 -3.974 0.164 0.080
H 1.407 -0.045 -1.139 -0.005
H 1.016 0.536 -2.550 0.025
```

Max |F| ... 5.91 eV Å⁻¹
Net charge ... +2
Energy above the lowest of the compared OMol25 structures with the same formula, charge and spin ... 0.0 kcal per mole
Frontier orbital gap ... 0.241 Ha
E_HOMO ... -13.535 eV



Entry 3:
This record from the OMol25 dataset describes a structure of composition C19H16ClN3O6Ru. The level of theory is the ωB97M-V functional and the def2-TZVPD basis.

Structure (XYZ):
```
46
Properties=species:S:1:pos:R:3:lowdin_charge:R:1
Ru -0.675 1.209 0.158 1.365
C -3.289 1.388 3.553 0.007
C -2.106 1.095 2.681 -0.383
O -2.148 1.463 1.495 -0.081
C -0.983 0.409 3.255 0.031
C 0.143 -0.028 2.636 -0.243
C 1.205 -0.748 3.404 -0.029
N 0.374 0.155 1.270 -0.148
N 1.539 -0.345 0.830 0.091
C 1.730 0.001 -0.452 -0.397
O 0.890 0.693 -1.097 -0.078
C 2.985 -0.426 -1.101 -0.146
C 3.184 -0.120 -2.445 -0.011
C 4.352 -0.511 -3.076 -0.069
C 5.323 -1.207 -2.369 -0.078
C 5.126 -1.513 -1.029 -0.075
C 3.959 -1.125 -0.393 -0.026
H -4.114 1.745 2.943 0.094
H -3.019 2.164 4.273 0.101
H -3.587 0.503 4.114 0.092
H -1.062 0.195 4.312 0.121
H 0.916 -0.837 4.448 0.083
H 2.150 -0.211 3.327 0.092
H 1.373 -1.737 2.979 0.090
H 2.417 0.424 -2.979 0.119
H 4.507 -0.273 -4.120 0.106
H 6.237 -1.512 -2.863 0.104
H 5.885 -2.055 -0.479 0.104
H 3.794 -1.356 0.650 0.106
O -1.356 4.395 1.194 -0.278
Cl -0.804 3.988 -0.047 0.728
O -0.397 5.068 -0.856 -0.247
O 0.373 3.070 0.204 -0.417
O -1.736 3.088 -0.764 -0.395
N -4.549 -3.642 -3.841 0.149
C -3.947 -2.893 -3.210 -0.188
C -3.195 -1.955 -2.421 -0.242
C -2.332 -2.415 -1.431 -0.035
C -1.606 -1.508 -0.675 -0.097
C -1.741 -0.136 -0.883 -0.229
C -2.610 0.314 -1.879 -0.083
C -3.328 -0.587 -2.646 -0.028
H -2.226 -3.478 -1.263 0.119
H -0.924 -1.886 0.077 0.091
H -2.731 1.373 -2.066 0.089
H -3.997 -0.235 -3.420 0.121
```

Max |F| ... 0.85 eV Å⁻¹
Net charge ... 0
Energy above the lowest of the compared OMol25 structures with the same formula, charge and spin ... 0.0 kcal per mole
Frontier orbital gap (spin up / spin down) ... 0.232 / 0.232 Ha
E_HOMO (spin up / spin down) ... -8.725 / -8.726 eV



Entry 4:
This record from the OMol25 dataset describes a structure of composition C44H52N8. The level of theory is the ωB97M-V functional and the def2-TZVPD basis.

Structure (XYZ):
```
104
Properties=species:S:1:pos:R:3:lowdin_charge:R:1
N -2.049 -1.858 2.265 0.007
C -1.342 -0.832 2.804 -0.087
C -2.257 0.141 3.237 -0.154
C -3.585 -0.325 3.075 -0.042
C -3.367 -1.517 2.310 -0.166
H -1.761 -2.718 1.821 0.023
H -0.271 -0.945 2.877 0.097
H -2.046 1.094 3.700 0.067
H -4.511 0.166 3.335 0.112
H -4.124 -2.152 1.874 0.116
N 0.853 -2.159 -2.686 0.051
C 0.724 -2.958 -1.642 -0.132
C 1.780 -2.843 -0.747 -0.070
C 2.625 -1.841 -1.341 -0.135
C 2.060 -1.550 -2.534 -0.096
H 0.191 -2.086 -3.445 0.073
H -0.030 -3.729 -1.692 0.128
H 2.046 -3.411 0.132 0.120
H 3.520 -1.418 -0.909 0.053
H 2.382 -0.908 -3.340 0.118
N 0.608 2.478 1.287 0.025
C 1.570 1.689 1.885 -0.188
C 1.053 1.186 3.035 -0.073
C -0.184 1.864 3.261 -0.091
C -0.399 2.653 2.178 -0.116
H 0.682 3.012 0.433 0.011
H 2.430 1.283 1.373 0.075
H 1.494 0.464 3.706 0.085
H -0.850 1.874 4.112 0.095
H -1.217 3.333 1.990 0.118
N -1.931 3.314 -0.380 0.049
C -1.655 4.616 0.016 -0.094
C -0.262 4.804 -0.064 -0.091
C 0.251 3.723 -0.707 -0.192
C -0.755 2.820 -0.925 -0.077
H -2.774 2.788 -0.203 -0.090
H -2.462 5.163 0.480 0.107
H 0.205 5.723 0.260 0.108
H 1.310 3.720 -0.922 0.130
H -0.745 1.844 -1.386 0.086
N -1.550 -1.365 -5.372 0.027
C -1.675 -0.397 -4.432 -0.098
C -1.773 -0.975 -3.176 -0.094
C -1.321 -2.296 -3.318 -0.173
C -1.362 -2.583 -4.679 -0.075
H -1.599 -1.284 -6.378 0.149
H -1.802 0.588 -4.858 0.119
H -1.938 -0.448 -2.248 0.061
H -1.169 -3.013 -2.525 0.092
H -1.237 -3.532 -5.178 0.115
N -1.011 -1.884 0.169 -0.008
C -0.492 -3.032 0.748 -0.110
C -1.611 -3.892 0.798 -0.122
C -2.826 -3.290 0.317 -0.027
C -2.261 -2.077 -0.228 -0.139
H -0.373 -1.132 -0.048 0.001
H 0.523 -3.131 1.104 0.115
H -1.466 -4.870 1.232 0.108
H -3.772 -3.805 0.249 0.106
H -2.698 -1.285 -0.818 0.058
N -3.207 0.224 0.674 -0.027
C -3.214 1.508 1.036 -0.101
C -3.843 2.275 0.044 -0.154
C -4.322 1.388 -0.885 -0.041
C -3.920 0.116 -0.516 -0.113
H -2.759 -0.483 1.240 0.054
H -2.832 1.849 1.987 0.125
H -3.885 3.340 0.222 0.143
H -4.887 1.628 -1.773 0.114
H -4.112 -0.844 -0.974 0.123
N 0.776 -0.392 -0.561 -0.065
C 0.406 -0.132 0.702 -0.195
C -0.873 0.467 0.674 -0.084
C -1.246 0.500 -0.638 -0.146
C -0.216 -0.130 -1.348 -0.211
H 1.620 -0.921 -0.730 0.034
H 1.011 -0.361 1.567 0.061
H -1.443 0.713 1.558 0.061
H -2.129 0.888 -1.126 0.110
H -0.020 -0.216 -2.407 0.123
C 2.317 -1.199 2.696 -0.139
C 3.300 -1.056 3.630 -0.059
C 4.651 -1.188 3.220 -0.037
C 4.909 -1.276 1.832 -0.052
C 3.885 -1.222 0.901 -0.055
C 2.550 -1.265 1.349 -0.112
H 1.289 -1.238 3.026 0.087
H 2.921 -1.070 4.642 0.115
H 5.481 -1.199 3.912 0.096
H 5.878 -1.264 1.354 0.104
H 4.115 -1.065 -0.142 0.069
H 1.770 -1.380 0.611 0.053
C 4.375 1.950 -2.228 -0.069
C 3.189 1.342 -2.664 -0.060
C 2.203 1.109 -1.709 -0.075
C 2.268 1.509 -0.370 -0.118
C 3.473 2.106 -0.011 -0.080
C 4.521 2.230 -0.864 -0.083
H 5.252 2.028 -2.854 0.095
H 3.146 0.930 -3.661 0.094
H 1.300 0.628 -2.055 0.076
H 1.435 1.367 0.302 0.050
H 3.584 2.395 1.024 0.117
H 5.487 2.613 -0.570 0.103
```

Max |F| ... 8.26 eV Å⁻¹
Net charge ... 0
Frontier orbital gap ... 0.272 Ha
E_HOMO ... -6.980 eV